--- a ---
Entry from OMol25: one molecule with the formula C4H7ClN2 (ωB97M-V/def2-TZVPD).

Positions of all 14 atoms, in Å:
C 1.165 -2.129 -0.021
H 1.536 2.324 -0.001
Cl 1.403 -1.710 -1.694
C -1.083 -0.916 0.567
H -2.019 -1.311 0.139
H 0.087 3.006 0.157
H -0.885 0.132 -1.310
C 0.200 -1.989 0.801
H -1.381 -0.608 1.673
H 0.459 2.378 -1.545
N 0.280 0.882 0.092
H 0.310 -2.328 1.889
C 0.557 2.189 -0.478
N -0.627 0.079 -0.267

Results
Orbital gap (alpha / beta): 6.224 / 9.399 eV
HOMO level (alpha / beta): -6.9 / -8.6 eV
Lowest unoccupied orbital energy (alpha / beta): -0.686 / 0.812 eV

---

--- b ---
Entry from OMol25: one molecule with the formula C4H7ClN2 (ωB97M-V/def2-TZVPD).

Positions of all 14 atoms, in Å:
N 1.801 -1.972 -0.333
H 0.213 1.542 -1.112
H 2.075 0.997 0.333
H 0.993 0.427 1.670
C 1.191 0.442 0.584
Cl 0.646 -3.223 -1.061
N -1.304 -0.653 -0.839
H -0.038 2.166 0.650
C -1.367 0.430 0.001
H -2.245 1.032 -0.250
H -1.974 -1.522 -0.782
H -1.466 0.093 1.065
C -0.043 1.169 -0.037
C 1.518 -0.928 0.112

Results
Orbital gap (alpha / beta): 9.418 / 7.097 eV
HOMO level (alpha / beta): -9.8 / -7.6 eV
Lowest unoccupied orbital energy (alpha / beta): -0.376 / -0.487 eV

---

Last place for stability: a

---

--- a ---
Entry from OMol25: one molecule with the formula C11H10O2 (ωB97M-V/def2-TZVPD).

Positions of all 23 atoms, in Å:
C -0.365 0.547 2.707
H 1.063 1.980 1.904
C -0.424 -1.054 -1.173
H -1.786 -1.538 1.954
C 1.034 0.538 -2.973
H 1.580 1.184 -3.737
C 0.918 0.880 -1.662
H 0.606 -1.074 -4.344
C 0.719 1.603 2.829
H -0.092 -0.169 3.505
C 0.240 0.099 -0.815
C 0.517 -0.744 -3.338
H 0.248 2.533 3.223
H -1.366 0.938 2.912
C -1.356 -1.719 -0.168
O 0.286 0.612 0.470
H 1.421 1.808 -1.515
O -2.118 -2.579 -0.544
C -0.141 -1.492 -2.418
H 1.488 1.240 3.440
C -0.517 -0.053 1.368
C -1.222 -1.178 1.146
H -0.732 -2.361 -2.773

Results
SMILES string: CCc1cc(=O)c2ccccc2o1
Orbital gap: 9.585 eV
HOMO level: -9.1 eV
Lowest unoccupied orbital energy: 0.519 eV

---

--- b ---
Entry from OMol25: C11H10O2 as an isolated structure (ωB97M-V/def2-TZVPD).

Positions of all 23 atoms, in Å:
H -1.771 -2.766 -0.866
C -3.144 -1.149 -0.466
C 3.096 0.404 -1.164
H 3.986 0.153 -0.608
H 3.272 0.898 -2.103
H 0.390 0.374 2.428
C 0.516 -1.706 0.217
C 1.524 -0.593 0.490
C -1.923 -1.794 -0.422
C 0.242 0.633 1.388
C -0.848 -1.161 0.188
H -2.334 1.731 1.134
H -3.990 -1.627 -0.936
C -2.209 0.751 0.697
H -4.245 0.607 0.052
C -3.283 0.117 0.089
H 3.381 -0.844 0.917
O 0.839 -2.854 0.030
H 1.016 0.414 -1.356
C -0.982 0.109 0.764
C 1.867 0.129 -0.753
O 2.525 -0.934 1.354
H 0.512 1.657 1.165

Results
Orbital gap: 8.958 eV
HOMO level: -8.7 eV
Lowest unoccupied orbital energy: 0.241 eV

---

Last place for stability: b

---

--- a ---
Entry from OMol25: C3H10N7 as an isolated structure (ωB97M-V/def2-TZVPD).

Positions of all 20 atoms, in Å:
N 0.574 1.871 0.398
H -0.889 -0.381 2.282
N 1.893 1.161 -0.037
N -0.460 1.302 -0.026
N -0.278 0.869 -1.463
N 2.093 -1.259 0.194
C 0.245 -0.383 -0.987
H 0.441 1.432 -1.863
H 2.743 1.317 0.444
C -0.655 -0.145 0.249
N -2.347 -0.338 -0.476
H -0.356 -1.689 1.459
N -0.457 -0.719 1.421
H 2.996 -1.339 0.709
H -2.337 -1.389 -0.374
H -3.268 -0.001 -0.101
H 1.831 -2.030 -0.370
H -2.382 -0.107 -1.492
C 1.514 -0.131 -0.224
H 0.707 2.801 -0.046

Results
Orbital gap: 8.868 eV
Net charge: +1
HOMO level: -11.7 eV
Lowest unoccupied orbital energy: -2.876 eV

---

--- b ---
Entry from OMol25: an isolated ion of composition C3H10N7 and charge +1 (ωB97M-V/def2-TZVPD).

Positions of all 20 atoms, in Å:
H 1.987 -0.860 0.432
N -0.900 -0.822 1.036
H 2.398 -0.643 -2.155
N 0.273 1.075 0.602
N 0.023 -0.216 0.233
H 1.647 0.886 -1.903
H 1.177 1.234 0.910
H 1.708 -2.848 -0.851
N -1.756 -0.467 1.691
C 1.246 -0.910 -0.340
N -0.603 1.972 1.105
H -3.697 2.289 1.129
H 0.537 -2.856 0.449
C 0.871 -2.388 -0.548
N -1.825 1.800 0.765
H 0.648 -0.427 -2.447
H -2.503 3.494 1.518
C 1.491 -0.307 -1.703
N -2.765 2.573 1.304
H 0.042 -2.578 -1.228

Results
SMILES string: CC(C)N([N+]#N)N/N=N/N
Orbital gap (alpha / beta): 7.413 / 7.400 eV
Net charge: +1
HOMO level (alpha / beta): -13.3 / -13.3 eV
Lowest unoccupied orbital energy (alpha / beta): -5.857 / -5.868 eV

---

Last place for stability: b